# 1
{
  "formula": "C39H37BrMnN5P2S",
  "method": "ωB97M-V/def2-TZVPD",
  "max_force_ev_per_a": 0.98,
  "s2": 4.0955,
  "homo_energy_ev": [-15.958, -16.012],
  "relative_energy_kcal_mol": 21.7,
  "charge": 3,
  "spin_multiplicity": 4,
  "molar_mass_g_mol": 804.6,
  "symbols": ["Mn", "C", "C", "N", "N", "C", "N", "S", "C", "C", "C", "C", "C", "N", "H", "H", "H", "H", "H", "H", "H", "H", "H", "C", "C", "C", "C", "C", "Br", "N", "C", "H", "H", "H", "H", "H", "H", "C", "P", "C", "C", "C", "C", "C", "C", "C", "C", "C", "C", "C", "C", "P", "C", "C", "C", "C", "C", "C", "C", "C", "C", "C", "C", "C", "H", "H", "H", "H", "H", "H", "H", "H", "H", "H", "H", "H", "H", "H", "H", "H", "H", "H", "H", "H", "H", "H"],
  "positions_angstrom": [[-1.157412, 0.118055, 1.358199], [-3.985723, 2.210174, 3.753620], [-3.204854, 1.489942, 2.713639], [-2.047192, 0.959158, 2.913542], [-1.456741, 1.089298, 4.148502], [-0.308327, 0.484250, 4.206380], [0.376660, 0.504629, 5.354891], [0.451799, -0.384166, 2.858538], [-3.729274, 1.339142, 1.333111], [-4.973050, 1.814777, 0.970029], [-5.393760, 1.676284, -0.346473], [-4.550831, 1.073249, -1.264041], [-3.320156, 0.614099, -0.831502], [-2.916600, 0.733118, 0.435760], [-3.409581, 2.309418, 4.666043], [-4.904126, 1.659794, 3.973258], [-4.271887, 3.199066, 3.391806], [-0.041585, 0.919004, 6.173772], [1.242961, 0.003058, 5.457900], [-5.606346, 2.289299, 1.705006], [-6.367915, 2.037854, -0.647607], [-4.834580, 0.954749, -2.299936], [-2.630713, 0.146386, -1.523809], [-2.640740, -3.905045, -1.787346], [-2.630793, -3.504453, -0.337127], [-3.183916, -4.294043, 0.670296], [-3.126729, -3.872603, 1.981818], [-2.527377, -2.654566, 2.277567], [-2.534394, -2.116715, 4.068751], [-1.995785, -1.871037, 1.339663], [-2.058480, -2.319058, 0.065570], [-3.350346, -4.710056, -1.965205], [-1.656821, -4.260780, -2.098636], [-2.913173, -3.066976, -2.429406], [-3.659965, -5.236282, 0.427883], [-3.541534, -4.466552, 2.782824], [-1.601067, -1.678377, -0.680180], [2.362572, 1.168216, -0.230161], [0.566073, 0.707263, -0.257879], [-0.169948, 2.296297, 0.323592], [0.287917, 2.776295, 1.561847], [-0.227418, 3.944055, 2.106716], [-1.194517, 4.660533, 1.420328], [-1.640218, 4.212382, 0.180565], [-1.136667, 3.044546, -0.362060], [0.177541, 0.467190, -2.003469], [0.147252, 1.515533, -2.930996], [-0.152415, 1.258407, -4.258891], [-0.405018, -0.044571, -4.676827], [-0.329911, -1.094416, -3.773175], [-0.037781, -0.842334, -2.439518], [3.503070, -0.220316, 0.100081], [3.030017, -1.686333, -0.805399], [3.381723, -1.808428, -2.155120], [3.027835, -2.954756, -2.845612], [2.335099, -3.973056, -2.197374], [1.986075, -3.851616, -0.858193], [2.337050, -2.708405, -0.152985], [5.149283, 0.223824, -0.224623], [6.093572, -0.818383, -0.401234], [7.409350, -0.505551, -0.655053], [7.806330, 0.830860, -0.698688], [6.888696, 1.866443, -0.490230], [5.572055, 1.572934, -0.231614], [2.508382, 1.921708, 0.542569], [2.589612, 1.610014, -1.204819], [1.070083, 2.254382, 2.098483], [0.135178, 4.293295, 3.064004], [-1.586788, 5.578883, 1.836462], [-2.374178, 4.784888, -0.370948], [-1.513807, 2.706825, -1.316094], [0.379470, 2.528008, -2.629153], [-0.180446, 2.071111, -4.971712], [-0.641707, -0.239671, -5.714174], [-0.485487, -2.111154, -4.109210], [0.048128, -1.670676, -1.744285], [3.937960, -1.025614, -2.656344], [3.307749, -3.062987, -3.884911], [2.084605, -4.876875, -2.737275], [1.470526, -4.658254, -0.354596], [2.092409, -2.622981, 0.899243], [5.781745, -1.853398, -0.345192], [8.134151, -1.292539, -0.808730], [8.845345, 1.072544, -0.880171], [7.219024, 2.895119, -0.525940], [4.870772, 2.376684, -0.048353]],
  "forces_ev_per_a": [[-0.24, -0.68, 0.66], [0.01, -0.01, -0.01], [-0.10, -0.02, -0.18], [0.30, 0.09, -0.01], [-0.20, -0.19, -0.51], [0.32, -0.07, 0.32], [0.00, -0.05, -0.08], [-0.25, 0.26, -0.31], [0.12, -0.02, 0.12], [-0.11, 0.04, -0.06], [-0.03, 0.01, 0.02], [0.01, 0.00, -0.02], [0.00, -0.03, 0.06], [0.25, -0.06, 0.19], [0.01, 0.00, 0.00], [0.00, 0.00, 0.00], [0.00, 0.00, 0.01], [0.01, 0.01, -0.01], [-0.07, 0.03, -0.01], [-0.03, -0.01, -0.01], [0.00, 0.01, 0.00], [-0.01, 0.00, 0.00], [0.02, -0.02, 0.01], [0.01, 0.01, 0.05], [-0.01, -0.04, -0.02], [-0.02, -0.06, 0.04], [0.07, 0.00, -0.11], [-0.09, 0.06, 0.29], [0.04, 0.10, 0.04], [0.19, 0.50, -0.40], [0.22, 0.21, -0.08], [-0.01, 0.01, 0.01], [0.01, -0.01, 0.01], [0.00, 0.01, 0.01], [0.00, 0.00, 0.00], [-0.01, 0.02, 0.00], [-0.12, 0.03, 0.09], [0.01, -0.37, 0.28], [-0.48, 0.52, -0.39], [0.24, -0.18, 0.05], [0.00, 0.10, 0.11], [-0.02, 0.00, 0.06], [0.06, -0.02, 0.06], [0.00, -0.10, -0.10], [-0.25, -0.08, -0.04], [0.10, 0.04, -0.05], [0.11, -0.08, 0.01], [-0.01, -0.04, 0.03], [0.01, 0.04, 0.00], [0.02, -0.01, 0.03], [-0.03, 0.02, -0.04], [-0.16, -0.10, -0.07], [0.00, -0.02, 0.03], [0.00, -0.05, 0.01], [-0.03, 0.00, 0.01], [0.00, 0.02, -0.01], [0.01, 0.06, 0.02], [-0.09, 0.01, -0.05], [0.28, 0.05, 0.01], [-0.09, 0.12, -0.01], [0.02, 0.07, 0.03], [-0.03, 0.04, 0.01], [0.13, -0.06, 0.01], [-0.09, -0.12, 0.00], [0.03, 0.02, -0.02], [-0.02, -0.01, -0.01], [-0.06, -0.03, 0.05], [0.01, 0.01, -0.01], [0.00, 0.01, 0.01], [0.00, 0.00, -0.01], [0.02, -0.01, -0.06], [-0.04, 0.06, 0.04], [0.00, 0.01, 0.00], [0.01, 0.00, -0.01], [-0.01, -0.01, 0.00], [0.09, 0.01, -0.05], [0.00, 0.00, 0.01], [0.00, 0.00, 0.00], [0.00, 0.00, -0.01], [0.00, -0.01, 0.01], [0.01, 0.01, 0.02], [-0.02, 0.00, -0.03], [0.01, 0.00, 0.01], [0.00, 0.00, -0.03], [0.01, 0.00, 0.01], [-0.02, 0.00, -0.03]]
}

---

# 2
{
  "formula": "C7H13ClOS3",
  "method": "ωB97M-V/def2-TZVPD",
  "max_force_ev_per_a": 13.23,
  "homo_energy_ev": -6.252,
  "molar_mass_g_mol": 244.8,
  "symbols": ["C", "C", "C", "C", "C", "C", "C", "H", "H", "H", "H", "H", "H", "H", "H", "H", "H", "H", "H", "H", "O", "S", "S", "S", "Cl"],
  "positions_angstrom": [[4.030797, -0.233261, 2.491128], [1.747763, -0.771730, 2.180215], [0.375558, -0.151689, 2.031507], [-2.686586, 0.281224, -0.499312], [-1.607417, 0.430703, -1.563790], [-0.986882, -0.898269, -2.060598], [-2.117694, 0.867772, -2.958795], [4.359495, -0.821595, 1.631070], [4.139417, -0.831373, 3.399694], [4.592001, 0.698176, 2.564930], [-0.346257, -0.923401, 1.770986], [0.093520, 0.313358, 2.979056], [-3.469121, -0.400745, -0.854615], [-3.148305, 1.246818, -0.272317], [-2.268423, -0.127188, 0.427673], [0.453734, 1.538113, -1.985759], [0.008382, -1.133087, -1.677596], [-1.653538, -1.750643, -1.896343], [-3.175020, 0.626550, -3.104683], [-1.941370, 1.911240, -3.226574], [2.668179, 0.162599, 2.322481], [1.984857, -2.385506, 2.227231], [-0.347197, 1.574780, -0.902035], [-1.028640, -0.337926, -3.802689], [0.322745, 1.115082, 0.779135]],
  "forces_ev_per_a": [[0.10, -0.02, 0.03], [-1.51, 0.09, 0.45], [1.66, -1.38, 4.02], [-0.06, -0.07, 0.07], [0.02, -0.84, 0.60], [0.07, -0.21, 0.11], [0.22, 0.37, 0.06], [-0.03, 0.05, 0.12], [0.00, 0.07, -0.13], [-0.06, -0.14, 0.00], [0.05, 0.19, -0.13], [0.06, -0.31, 0.31], [0.19, 0.12, 0.04], [0.05, -0.08, -0.02], [-0.11, 0.05, -0.13], [-0.22, 0.25, -0.80], [-0.12, 0.00, -0.05], [0.11, 0.10, -0.02], [0.12, -0.01, 0.14], [0.03, -0.14, 0.05], [0.26, 0.27, -0.09], [0.28, -0.20, -0.24], [-3.57, 5.87, -11.31], [-0.01, 0.01, 0.10], [2.48, -4.03, 6.81]]
}

---

# 3
{
  "formula": "C15H31BrCuP2",
  "method": "ωB97M-V/def2-TZVPD",
  "max_force_ev_per_a": 3.49,
  "s2": 0.7543,
  "homo_energy_ev": [-5.802, -5.797],
  "relative_energy_kcal_mol": 19.9,
  "spin_multiplicity": 2,
  "molar_mass_g_mol": 416.8,
  "symbols": ["P", "P", "C", "C", "H", "H", "H", "H", "C", "H", "H", "H", "C", "H", "H", "H", "C", "H", "H", "H", "C", "H", "H", "H", "Cu", "C", "C", "C", "C", "C", "C", "C", "C", "C", "H", "H", "H", "H", "H", "H", "H", "H", "H", "H", "H", "H", "H", "H", "H", "Br"],
  "positions_angstrom": [[-0.638094, 1.995909, 0.752586], [1.169892, -0.344597, -1.979587], [0.640035, 2.116985, -0.535306], [0.462796, 1.354262, -1.901875], [1.630552, 1.914157, -0.113313], [0.611614, 3.196586, -0.753071], [-0.580313, 1.358837, -2.258109], [1.044840, 1.939554, -2.631064], [2.929371, 0.069885, -2.096706], [3.512321, -0.846133, -2.165799], [3.233455, 0.619013, -1.204719], [3.110729, 0.695329, -2.980262], [0.603393, -1.049656, -3.530999], [1.299328, -0.757945, -4.332634], [-0.403376, -0.689992, -3.795607], [0.544796, -2.146748, -3.479594], [-0.039787, 2.998843, 2.122580], [-0.566204, 2.727683, 3.042246], [-0.241461, 4.037878, 1.866539], [1.038417, 2.880555, 2.271793], [-2.010856, 2.862424, -0.032374], [-2.082394, 2.579855, -1.095395], [-1.758410, 3.930649, 0.043362], [-2.952587, 2.653598, 0.491625], [-2.678131, -3.348920, -1.268388], [1.297497, -1.132991, -0.240858], [2.162511, -0.636956, 0.797980], [1.760872, 0.061872, 1.982221], [0.660574, -0.685225, 2.793273], [-0.641282, -0.111856, 2.698171], [-1.200003, 0.460160, 1.487417], [-1.211579, -0.486478, 0.189636], [-0.183090, -1.587951, 0.022326], [-3.033666, -3.430706, 0.603385], [1.854901, -2.045710, -0.550915], [3.175872, -1.068061, 0.809780], [1.476853, 1.098195, 1.752549], [2.692501, 0.176681, 2.575477], [0.674218, -1.716892, 2.413478], [0.911592, -0.729023, 3.858918], [-1.248344, -0.142363, 3.598129], [-2.279142, 0.635843, 1.657359], [-1.152915, 0.126182, -0.728635], [-2.205117, -0.943751, 0.086812], [-0.276977, -2.269769, 0.878891], [-0.529201, -2.172427, -0.866579], [-3.494501, -4.408350, 0.811533], [-3.631475, -2.598420, 1.034708], [-1.990071, -3.418581, 0.972759], [-1.469955, -3.721432, -3.073743]],
  "forces_ev_per_a": [[0.83, 0.46, 0.69], [0.86, 1.78, 0.51], [0.18, -0.47, -0.67], [0.11, 0.78, 0.00], [-0.20, -0.18, 0.03], [-0.03, -0.16, 0.07], [0.36, -0.02, 0.16], [-0.25, -0.06, 0.08], [-0.06, 0.35, -1.08], [0.10, -0.04, 0.01], [-0.16, -0.24, 0.07], [0.07, -0.22, 0.05], [0.13, -0.09, -0.78], [-0.19, -0.07, 0.17], [0.32, -0.19, 0.29], [-0.01, 0.34, 0.10], [-0.01, 0.78, -0.16], [0.06, 0.02, -0.16], [0.03, 0.20, 0.25], [-0.36, -0.02, -0.03], [-0.17, 0.04, 0.05], [-0.09, 0.07, 0.49], [-0.27, -0.27, -0.14], [0.22, 0.15, -0.25], [-0.29, -0.13, 0.44], [-0.60, -2.99, 1.71], [1.18, -0.55, -2.24], [0.39, 0.50, 1.06], [1.63, -0.16, 0.64], [-1.06, 0.58, 0.80], [-1.33, -1.37, -2.03], [-0.62, 0.00, -0.37], [0.43, -0.22, 0.01], [-0.28, 0.44, 0.10], [-0.64, 0.24, -0.49], [-0.56, 0.25, -0.16], [-0.37, 0.01, 0.45], [-0.69, -0.01, 0.07], [0.10, 0.11, 0.31], [0.15, -0.12, -0.08], [-0.26, 0.15, -0.32], [0.42, 0.29, 0.04], [-0.13, 0.06, 0.30], [0.22, -0.08, 0.35], [0.29, 0.12, -0.38], [0.28, 0.34, 0.57], [0.07, 0.35, 0.23], [0.33, -0.57, 0.07], [-0.54, -0.05, 0.33], [0.39, -0.15, -1.15]]
}

---

# 4
{
  "formula": "C6H10Br",
  "method": "ωB97M-V/def2-TZVPD",
  "max_force_ev_per_a": 3.43,
  "s2": 0.7594,
  "homo_energy_ev": [-8.747, -9.385],
  "relative_energy_kcal_mol": 22.9,
  "spin_multiplicity": 2,
  "molar_mass_g_mol": 162.0,
  "symbols": ["Br", "H", "C", "C", "C", "C", "C", "C", "H", "H", "H", "H", "H", "H", "H", "H", "H"],
  "positions_angstrom": [[1.027772, 0.053324, -0.229746], [-3.907761, -0.029050, 0.918252], [-3.320829, -0.222171, 1.871027], [-2.537617, -1.506303, 1.686842], [-1.134133, -1.504406, 2.354226], [-0.412152, -0.255939, 2.073430], [-1.110700, 1.078428, 2.156715], [-2.490000, 1.043143, 2.049671], [-4.006062, -0.362626, 2.748590], [-3.143450, -2.364827, 2.015289], [-2.334966, -1.629066, 0.615988], [-1.314086, -1.721569, 3.417515], [-0.533144, -2.373415, 2.016566], [0.491348, -0.125108, 2.659471], [-0.143155, -0.401484, 0.953952], [-0.531148, 1.987761, 1.834013], [-3.094527, 1.931439, 2.170337]],
  "forces_ev_per_a": [[0.88, 0.18, -1.21], [0.21, -0.26, 1.31], [-0.40, 0.63, 0.19], [1.02, -0.47, -0.75], [-1.71, -1.67, 0.67], [0.28, 1.92, 1.29], [-2.58, -0.67, -2.16], [1.79, -0.29, 0.80], [0.24, 0.46, -0.86], [0.34, 0.23, -0.15], [-0.23, -0.14, 0.02], [0.40, 0.53, 0.09], [-0.36, 0.44, -0.02], [0.48, -0.52, -0.31], [0.09, 0.17, 0.23], [-0.60, -0.87, 1.20], [0.16, 0.33, -0.34]]
}

---

# 5
{
  "formula": "C5H8N2",
  "method": "ωB97M-V/def2-TZVPD",
  "max_force_ev_per_a": 0.49,
  "homo_energy_ev": -9.748,
  "relative_energy_kcal_mol": 59.3,
  "molar_mass_g_mol": 96.1,
  "symbols": ["C", "N", "C", "C", "N", "C", "C", "H", "H", "H", "H", "H", "H", "H", "H"],
  "positions_angstrom": [[-0.781551, 0.830464, 2.678408], [-0.300718, 0.527112, 1.350766], [-1.107700, 0.002854, 0.525576], [-0.625631, -0.256576, -0.827201], [-0.929164, -0.833368, -1.904350], [0.376250, -0.041796, -1.839033], [1.695024, -0.772223, -1.864569], [-1.873971, 0.758533, 2.786079], [-0.457523, 1.843910, 2.933850], [-0.304548, 0.150821, 3.392698], [-2.154259, -0.246907, 0.752853], [0.357850, 0.906983, -2.378879], [1.602208, -1.760042, -1.402578], [2.049958, -0.902883, -2.892416], [2.453774, -0.206883, -1.311201]],
  "forces_ev_per_a": [[-0.06, 0.05, 0.19], [-0.32, -0.14, -0.26], [0.18, 0.11, 0.13], [-0.04, -0.14, -0.35], [-0.05, 0.15, 0.47], [0.27, 0.17, -0.09], [0.01, -0.05, 0.00], [0.15, -0.04, -0.03], [-0.08, -0.14, 0.01], [-0.04, 0.10, -0.09], [0.15, 0.04, 0.01], [-0.01, -0.15, 0.04], [0.00, 0.13, -0.05], [-0.05, 0.00, 0.13], [-0.10, -0.08, -0.09]]
}

---

# 6
{
  "formula": "C4H7O2P",
  "method": "ωB97M-V/def2-TZVPD",
  "max_force_ev_per_a": 3.15,
  "homo_energy_ev": -9.028,
  "relative_energy_kcal_mol": 50.1,
  "molar_mass_g_mol": 118.1,
  "symbols": ["C", "C", "O", "O", "H", "H", "H", "H", "C", "C", "P", "H", "H", "H"],
  "positions_angstrom": [[-2.327744, 0.575463, -0.906943], [-1.243155, 0.571214, 0.079727], [-0.359628, -0.239812, 0.142357], [-1.401374, 1.544738, 0.948720], [-2.428727, -0.379826, -1.405371], [-1.995271, 1.302136, -1.633406], [-3.237261, 0.942617, -0.511166], [-0.588182, 1.904948, 1.408599], [2.168263, -1.565415, 0.362808], [2.390981, -0.137132, 0.214338], [2.716109, 1.376193, -0.039330], [3.097892, -1.917977, 0.994175], [1.970335, -2.058943, -0.548788], [1.237762, -1.918200, 0.894281]],
  "forces_ev_per_a": [[0.39, -0.20, -1.06], [0.55, -1.55, 0.50], [0.07, -0.06, -0.23], [0.61, 2.69, 1.54], [-0.04, -0.12, 0.08], [-0.06, 0.30, -0.55], [-0.95, 0.21, 0.47], [-0.96, -1.35, -0.79], [0.77, -0.56, 3.00], [-0.02, 1.87, -0.53], [-0.30, -1.85, 0.41], [-1.75, 0.00, -1.57], [0.77, -0.54, -1.41], [0.92, 1.16, 0.14]]
}